Entry from the Open Molecules 2025 dataset: C3H5N3 in the gas phase at a distorted geometry (ωB97M-V/def2-TZVPD).

```
! wB97M-V def2-TZVPD RIJCOSX def2/J DEFGRID3
* xyz 0 1
N -1.63270 1.57565 -0.18830
C -0.57675 0.82012 0.02240
C -0.54940 -0.71254 0.07964
N 0.74988 -1.28796 -0.15256
C 1.74349 -0.53468 -0.17324
N 0.48169 1.51835 0.33229
H -2.47544 1.04445 0.04881
H -0.89977 -1.05409 1.06027
H -1.25196 -1.08867 -0.67157
H 2.76339 -0.88209 -0.33863
H 1.64758 0.60146 -0.01911
*
```

Properties
- max |F| (eV/Å) = 1.27
- highest occupied orbital energy (alpha / beta) (eV) = -9.001 / -9.819
- electronic energy (Eh) = -281.4016

natural (NBO) population analysis, charges in e, atoms 1 to 8: atom 1 (N): -0.526, atom 2 (C): 0.225, atom 3 (C): -0.320, atom 4 (N): -0.362, atom 5 (C): 0.003, atom 6 (N): -0.192, atom 7 (H): 0.326, atom 8 (H): 0.237

=====

Entry from the Open Molecules 2025 dataset: C3H5N3 in the gas phase (ωB97M-V/def2-TZVPD).

```
! wB97M-V def2-TZVPD RIJCOSX def2/J DEFGRID3
* xyz 0 1
N 2.03489 0.10679 0.05639
C 0.64295 0.04361 0.25253
C -0.23394 1.01627 -0.10487
N -1.45929 0.40351 -0.18531
C -1.26664 -0.90285 0.22647
N -0.01154 -1.13340 0.49667
H 2.43996 -0.65894 0.58441
H 2.14074 -0.15858 -0.92780
H -0.07290 2.06986 -0.25058
H -2.29289 0.96856 -0.21495
H -1.92134 -1.75482 0.06705
*
```

Properties
- SMILES = Nc1c[nH]cn1
- max |F| (eV/Å) = 0.95
- highest occupied orbital energy (eV) = -8.386
- electronic energy (Eh) = -281.5732

natural (NBO) population analysis, charges in e, atoms 1 to 8: atom 1 (N): -0.818, atom 2 (C): 0.226, atom 3 (C): -0.137, atom 4 (N): -0.530, atom 5 (C): 0.155, atom 6 (N): -0.471, atom 7 (H): 0.368, atom 8 (H): 0.365

=====

Entry from the Open Molecules 2025 dataset: C3H5N3 in the gas phase (ωB97M-V/def2-TZVPD).

```
! wB97M-V def2-TZVPD RIJCOSX def2/J DEFGRID3
* xyz 0 1
C 0.42812 -1.66838 0.50948
C 0.00134 -0.49722 0.01922
C -1.30758 0.17142 -0.01869
N -1.18464 1.43893 -0.19721
N 0.15443 1.74142 -0.27743
N 0.84170 0.50587 -0.48697
H 1.49064 -1.80099 0.68965
H -0.22569 -2.49658 0.74842
H -2.28041 -0.26371 0.17728
H 0.30725 2.35927 -1.06992
H 1.77484 0.50997 -0.09384
*
```

Properties
- SMILES = C=C1C=NNN1
- max |F| (eV/Å) = 0.41
- highest occupied orbital energy (eV) = -7.791
- electronic energy (Eh) = -281.4962

natural (NBO) population analysis, charges in e, atoms 1 to 8: atom 1 (C): -0.522, atom 2 (C): 0.099, atom 3 (C): -0.023, atom 4 (N): -0.199, atom 5 (N): -0.280, atom 6 (N): -0.453, atom 7 (H): 0.199, atom 8 (H): 0.214

=====

Entry from the Open Molecules 2025 dataset: C3H5N3 in the gas phase at a distorted geometry (ωB97M-V/def2-TZVPD).

```
! wB97M-V def2-TZVPD RIJCOSX def2/J DEFGRID3
* xyz 0 1
C 0.41496 1.36861 1.39649
N 0.58311 0.71250 0.35835
N 0.45546 -0.60330 0.36429
C 0.19293 -1.07748 -0.95126
C -0.98939 -0.30649 -1.49664
N -1.96877 0.28793 -1.76769
H 0.08814 0.93961 2.41938
H 0.57654 2.50866 1.33969
H -0.22795 -0.83539 1.03489
H -0.04742 -2.19212 -0.95450
H 0.92240 -0.80253 -1.74299
*
```

Properties
- SMILES = C=NNCC#N
- max |F| (eV/Å) = 3.66
- highest occupied orbital energy (eV) = -9.714
- electronic energy (Eh) = -281.4924

natural (NBO) population analysis, charges in e, atoms 1 to 8: atom 1 (C): -0.130, atom 2 (N): -0.249, atom 3 (N): -0.421, atom 4 (C): -0.311, atom 5 (C): 0.247, atom 6 (N): -0.327, atom 7 (H): 0.146, atom 8 (H): 0.197

=====

Entry from the Open Molecules 2025 dataset: a molecular structure, C3H5N3 at a distorted geometry (ωB97M-V/def2-TZVPD).

```
! wB97M-V def2-TZVPD RIJCOSX def2/J DEFGRID3
* xyz 0 1
C -1.59665 -0.06459 0.05953
C 0.54591 0.98161 -0.11092
C 1.75673 -0.66781 0.01869
H -2.09841 0.29975 -0.77351
H -1.96155 0.41388 0.97361
H -1.74507 -1.13737 -0.04964
H 0.19320 1.96943 0.00932
H 2.71088 -1.28665 0.21933
N -0.26901 -0.06735 -0.19681
N 1.91048 0.70170 -0.03175
N 0.55349 -1.14259 -0.11785
*
```

Properties
- max |F| (eV/Å) = 6.91
- highest occupied orbital energy (eV) = -9.972
- electronic energy (Eh) = -281.5318

natural (NBO) population analysis, charges in e, atoms 1 to 8: atom 1 (C): -0.420, atom 2 (C): 0.187, atom 3 (C): 0.137, atom 4 (H): 0.210, atom 5 (H): 0.216, atom 6 (H): 0.243, atom 7 (H): 0.192, atom 8 (H): 0.208

=====

Entry from the Open Molecules 2025 dataset: 2 unconnected molecules or ions with the total composition C3H5N3 at a distorted geometry (ωB97M-V/def2-TZVPD).

```
! wB97M-V def2-TZVPD RIJCOSX def2/J DEFGRID3
* xyz 0 1
C -2.92384 -0.00679 -0.21717
C -2.09298 -0.86370 -0.27886
C 1.44505 1.21580 0.24672
N 1.83764 -0.19207 0.10630
N 1.21320 -1.22108 0.00265
N 0.10017 -1.72198 -0.07564
H -3.77946 0.45966 -0.38299
H 2.27107 1.84770 -0.14390
H 1.30636 1.57933 1.21119
H 0.55717 1.63719 -0.15631
H 0.06563 -2.73406 -0.31199
*
```

Properties
- max |F| (eV/Å) = 3.84
- highest occupied orbital energy (alpha / beta) (eV) = -9.250 / -9.697
- electronic energy (Eh) = -281.2464

natural (NBO) population analysis, charges in e, atoms 1 to 8: atom 1 (C): -0.447, atom 2 (C): -0.018, atom 3 (C): -0.474, atom 4 (N): -0.199, atom 5 (N): 0.235, atom 6 (N): -0.365, atom 7 (H): 0.206, atom 8 (H): 0.218

=====

Entry from the Open Molecules 2025 dataset: C3H5N3 in the gas phase at a distorted geometry (ωB97M-V/def2-TZVPD).

```
! wB97M-V def2-TZVPD RIJCOSX def2/J DEFGRID3
* xyz 0 1
N -0.10081 -1.09664 2.11297
C -0.00954 -0.23115 0.13930
N 0.96358 0.39112 -0.33072
N 0.54098 1.20677 -1.37925
C -0.53137 0.86375 -2.04636
C -0.81067 -0.95819 0.86510
H 0.81865 -1.48939 1.94170
H -0.04405 -0.28237 2.70337
H 1.27880 1.84399 -1.65965
H -0.56416 1.53026 -2.92243
H -1.55163 -1.67466 0.52119
*
```

Properties
- max |F| (eV/Å) = 1.10
- highest occupied orbital energy (eV) = -8.419
- electronic energy (Eh) = -281.3595

natural (NBO) population analysis, charges in e, atoms 1 to 8: atom 1 (N): -0.782, atom 2 (C): 0.492, atom 3 (N): -0.401, atom 4 (N): -0.388, atom 5 (C): -0.131, atom 6 (C): -0.266, atom 7 (H): 0.363, atom 8 (H): 0.376

=====

Entry from the Open Molecules 2025 dataset: a molecular structure, C3H5N3 at a distorted geometry (ωB97M-V/def2-TZVPD).

```
! wB97M-V def2-TZVPD RIJCOSX def2/J DEFGRID3
* xyz 0 1
C 1.56956 -0.51024 0.13425
N 0.46818 0.37225 0.44522
C -0.75444 0.30281 -0.02863
N -1.28282 1.51011 0.07738
C -1.38887 -0.87746 -0.57584
N -1.88910 -1.82685 -1.00748
H 1.21003 -1.51277 -0.12884
H 2.16116 -0.12494 -0.70527
H 2.22431 -0.59452 1.00550
H -0.03523 1.62136 0.60108
H -2.28279 1.64026 0.18263
*
```

Properties
- max |F| (eV/Å) = 1.16
- highest occupied orbital energy (eV) = -9.340
- electronic energy (Eh) = -281.4847

natural (NBO) population analysis, charges in e, atoms 1 to 8: atom 1 (C): -0.424, atom 2 (N): -0.548, atom 3 (C): 0.337, atom 4 (N): -0.796, atom 5 (C): 0.218, atom 6 (N): -0.247, atom 7 (H): 0.203, atom 8 (H): 0.200

=====

Entry from the Open Molecules 2025 dataset: C3H5N3 in the gas phase at a distorted geometry (ωB97M-V/def2-TZVPD).

```
! wB97M-V def2-TZVPD RIJCOSX def2/J DEFGRID3
* xyz 0 1
H 1.71188 -0.18990 2.25415
N 0.72518 -0.13564 2.01939
C 0.54137 0.03582 0.76702
C 1.65976 0.07660 -0.18035
N 2.62333 0.09901 -0.82118
N -0.71132 0.26609 0.27043
C -1.18896 -0.04030 -1.06435
H -1.39252 0.19821 1.01492
H -0.42521 0.19558 -1.80995
H -1.48227 -1.09227 -1.18016
H -2.06125 0.58681 -1.26992
*
```

Properties
- SMILES = [H]/N=C(\C#N)NC
- max |F| (eV/Å) = 1.20
- highest occupied orbital energy (eV) = -9.670
- electronic energy (Eh) = -281.5573

natural (NBO) population analysis, charges in e, atoms 1 to 8: atom 1 (H): 0.355, atom 2 (N): -0.647, atom 3 (C): 0.334, atom 4 (C): 0.199, atom 5 (N): -0.270, atom 6 (N): -0.581, atom 7 (C): -0.415, atom 8 (H): 0.403

=====

Entry from the Open Molecules 2025 dataset: C3H5N3 in the gas phase (ωB97M-V/def2-TZVPD).

```
! wB97M-V def2-TZVPD RIJCOSX def2/J DEFGRID3
* xyz 0 1
C 0.66597 0.92732 -1.23797
C 0.15425 0.11156 -0.08595
C 0.04427 -1.28047 0.13485
N -0.68219 -1.48850 1.23047
N -0.95680 -0.26646 1.63986
N -0.49039 0.72099 0.90778
H 1.36268 1.72425 -0.94604
H 1.13267 0.30286 -2.00213
H -0.19295 1.41967 -1.70252
H 0.48262 -2.12392 -0.38508
H -1.52128 -0.06885 2.45041
*
```

Properties
- SMILES = Cc1cn[nH]n1
- max |F| (eV/Å) = 0.39
- highest occupied orbital energy (eV) = -9.763
- electronic energy (Eh) = -281.5593

natural (NBO) population analysis, charges in e, atoms 1 to 8: atom 1 (C): -0.639, atom 2 (C): 0.084, atom 3 (C): -0.111, atom 4 (N): -0.233, atom 5 (N): -0.154, atom 6 (N): -0.247, atom 7 (H): 0.231, atom 8 (H): 0.220

=====

ΔE to the lowest compared entry with this formula, charge and spin readings, ordered: 494.83 44.13 246.30 256.48 152.97 902.24 605.38 276.57 85.90 80.61 kJ/mol